Entry 1:
# C27H59AlCl22NO

A structure of composition C27H59AlCl22NO (the ωB97M-V functional and the def2-TZVPD basis, the OMol25 dataset).

The calculation puts the LUMO energy at 1.66 eV. The HOMO energy is -4.554 eV.

```
! wB97M-V def2-TZVPD RIJCOSX def2/J DEFGRID3
* xyz -1 1
N -2.254 -1.321 -0.091
C -1.325 -0.244 0.263
C -1.402 0.870 -0.791
C -2.831 1.329 -1.158
C -3.756 1.695 0.020
C -5.253 1.423 -0.235
Al -5.930 -0.486 -0.226
O -5.233 -1.404 -1.631
H -3.200 -0.936 -0.134
H -2.288 -2.007 0.666
H -0.294 -0.655 0.260
H -1.488 0.175 1.277
H -0.914 0.500 -1.710
H -0.828 1.744 -0.421
H -3.306 0.572 -1.809
H -2.719 2.239 -1.779
H -3.631 2.791 0.183
H -3.426 1.241 0.971
H -5.552 1.899 -1.189
H -5.828 1.946 0.553
H -7.567 -0.491 -0.343
H -5.433 -1.287 1.104
H -5.350 -0.869 -2.432
Cl 5.387 -0.488 -0.635
C 3.950 -1.556 -0.699
C 2.683 -0.835 -0.328
Cl 2.651 -0.377 1.394
H 4.138 -2.395 -0.032
H 3.884 -1.930 -1.719
H 1.829 -1.495 -0.497
H 2.546 0.070 -0.916
Cl -0.116 0.408 4.067
C -0.614 1.873 4.953
C -2.094 2.112 4.822
Cl -2.555 2.494 3.150
H -0.044 2.704 4.544
H -0.350 1.737 6.001
H -2.387 2.952 5.452
H -2.661 1.232 5.119
Cl -6.765 4.128 -2.262
C -8.471 3.819 -1.844
C -8.838 4.396 -0.498
Cl -8.043 3.540 0.843
H -8.624 2.742 -1.874
H -9.076 4.292 -2.616
H -9.913 4.302 -0.347
H -8.562 5.447 -0.439
Cl 7.014 -4.601 -0.758
C 7.124 -4.469 -2.535
C 6.056 -3.538 -3.047
Cl 4.432 -4.241 -2.816
H 7.025 -5.469 -2.952
H 8.112 -4.079 -2.773
H 6.186 -3.355 -4.112
H 6.087 -2.588 -2.516
Cl -0.820 -4.649 -1.552
C -2.456 -5.252 -1.943
C -3.558 -4.369 -1.417
Cl -3.666 -4.387 0.356
H -2.531 -6.260 -1.539
H -2.522 -5.298 -3.029
H -4.511 -4.738 -1.795
H -3.443 -3.326 -1.712
Cl 5.669 -6.772 4.516
C 6.630 -6.297 3.089
C 6.217 -7.043 1.849
Cl 6.648 -8.778 1.914
H 7.680 -6.453 3.326
H 6.452 -5.234 2.938
H 6.720 -6.610 0.988
H 5.142 -6.976 1.693
Cl -2.546 6.930 1.622
C -0.798 6.856 1.269
C -0.205 5.514 1.604
Cl -0.177 5.203 3.360
H -0.315 7.658 1.823
H -0.680 7.052 0.206
H 0.824 5.476 1.256
H -0.764 4.702 1.141
Cl 0.249 8.853 -1.542
C 1.998 8.785 -1.883
C 2.599 7.446 -1.538
Cl 2.630 7.148 0.222
H 2.474 9.587 -1.324
H 2.120 8.973 -2.948
H 3.632 7.413 -1.881
H 2.048 6.631 -2.002
Cl -5.048 9.317 -5.150
C -4.767 8.357 -3.669
C -5.814 7.295 -3.463
Cl -7.411 7.987 -3.072
H -4.736 9.050 -2.832
H -3.792 7.885 -3.778
H -5.533 6.662 -2.622
H -5.933 6.669 -4.344
Cl 5.542 -2.867 3.837
C 4.474 -3.210 5.226
C 3.739 -1.977 5.686
Cl 4.835 -0.780 6.428
H 5.087 -3.631 6.018
H 3.759 -3.962 4.896
H 3.008 -2.255 6.444
H 3.225 -1.490 4.860
Cl 6.195 -10.622 -4.151
C 6.572 -10.536 -2.408
C 5.566 -9.718 -1.641
Cl 5.646 -7.986 -2.058
H 7.573 -10.122 -2.308
H 6.571 -11.558 -2.031
H 5.774 -9.794 -0.575
H 4.550 -10.054 -1.833
*
```

These are the Löwdin partial charges, in e, on atoms 1 to 2: 0.02 -0.30



Entry 2:
# C16H28F9KN4OS2

A structure of composition C16H28F9KN4OS2 (the ωB97M-V functional and the def2-TZVPD basis, the OMol25 dataset).

As for the relative energy (zero: lowest compared OMol25 entry of this formula, charge and spin): 25.9 kJ/mol. The calculation puts the LUMO energy at 0.01 eV. The HOMO energy is -8.762 eV.

```
! wB97M-V def2-TZVPD RIJCOSX def2/J DEFGRID3
* xyz 0 1
K 0.172 0.201 0.170
C -3.150 -0.892 1.402
C -2.789 -1.709 0.159
N -2.208 -0.920 -0.933
C -3.136 -0.167 -1.763
C -3.749 1.077 -1.120
S -2.583 2.214 -0.293
C -3.176 2.169 1.430
C -2.387 1.255 2.375
N -2.054 -0.020 1.780
H -4.037 -0.286 1.223
H -3.424 -1.599 2.195
H -2.025 -2.432 0.452
H -3.677 -2.273 -0.166
H -1.725 -1.573 -1.538
H -2.580 0.145 -2.653
H -3.975 -0.786 -2.120
H -4.256 1.642 -1.903
H -4.509 0.811 -0.390
H -3.127 3.192 1.802
H -4.233 1.905 1.397
H -1.444 1.748 2.626
H -2.962 1.177 3.311
H -1.363 -0.520 2.327
C 2.608 0.779 -2.778
C 1.249 1.198 -3.351
N 0.394 1.843 -2.359
C 0.595 3.272 -2.164
C 1.848 3.655 -1.376
S 2.069 2.781 0.204
C 3.572 1.788 -0.081
C 3.398 0.317 -0.463
N 2.426 0.071 -1.521
H 3.222 1.659 -2.602
H 3.143 0.186 -3.530
H 0.735 0.291 -3.680
H 1.403 1.823 -4.244
H -0.574 1.700 -2.613
H -0.273 3.637 -1.611
H 0.625 3.821 -3.119
H 1.785 4.719 -1.144
H 2.758 3.522 -1.957
H 4.122 1.821 0.859
H 4.180 2.330 -0.806
H 3.061 -0.252 0.407
H 4.408 -0.054 -0.702
H 2.372 -0.929 -1.674
F -1.024 -2.920 2.715
C 0.232 -3.229 3.094
F 0.258 -4.555 3.303
F 0.429 -2.628 4.279
C 1.267 -2.717 2.033
O 0.961 -1.511 1.597
C 2.687 -2.739 2.696
F 2.850 -1.685 3.499
F 3.646 -2.661 1.750
F 2.938 -3.843 3.422
C 1.270 -3.734 0.837
F 0.007 -4.004 0.446
F 1.888 -3.203 -0.233
F 1.866 -4.908 1.094
*
```

These are the Löwdin partial charges, in e, on atoms 1 to 2: 0.66 -0.20



Entry 3:
# C2H3NO2

The molecule C2H3NO2 at a distorted geometry (the ωB97M-V functional and the def2-TZVPD basis, the OMol25 dataset).

As for the relative energy (zero: lowest compared OMol25 entry of this formula, charge and spin): 386.4 kJ/mol. The calculation puts the LUMO energy at 0.90 eV. The HOMO energy is -9.081 eV. The SMILES is C1=NOCO1.

```
! wB97M-V def2-TZVPD RIJCOSX def2/J DEFGRID3
* xyz 0 1
C 1.198 0.492 0.037
N 1.409 -0.788 0.016
O 0.025 -1.245 -0.103
C -0.840 -0.261 0.032
O -0.193 0.892 -0.062
H 1.674 1.393 -0.137
H -1.585 -0.370 0.867
H -1.688 -0.113 -0.650
*
```

These are the Löwdin partial charges, in e, on atoms 1 to 2: -0.07 0.16